20
Properties=species:S:1:pos:R:3 method="wB97M-V/def2-TZVPD" e_above_lowest_ev=0.000 energy_ha=-981.14941 charge=0 smiles=N#C[Si@H](O[SiH3])c1ccccc1 gap_ev=10.250
C 1.76 -2.17 -1.10
H 1.49 0.02 -2.65
Si 1.28 -0.29 -1.07
C -2.12 1.12 0.80
C -3.11 0.28 0.27
H -1.24 -2.16 -1.10
H -0.06 1.58 0.70
C -2.81 -0.83 -0.45
C -1.49 -1.13 -0.85
C -0.85 0.90 0.37
H -4.10 0.43 0.58
O 2.26 0.39 0.00
N 1.93 -3.30 -1.17
H 2.66 2.24 2.05
C -0.56 -0.20 -0.51
H 4.22 1.80 0.28
H 3.43 -0.19 1.88
H -3.54 -1.65 -0.65
H -2.30 2.02 1.46
Si 3.14 1.14 1.15



79
Properties=species:S:1:pos:R:3 method="wB97M-V/def2-TZVPD" e_above_lowest_ev=1.758 energy_ha=-3031.09214 charge=-2 gap_ev=5.602
H -2.67 4.67 -0.66
C -1.17 3.23 -0.11
H -2.16 -0.77 -6.37
N -3.14 -2.72 0.47
H -2.07 -0.89 2.19
C 2.27 -7.32 -0.59
H -4.73 0.73 -3.31
H -4.41 0.04 -5.64
H -2.30 -3.27 0.36
C -4.29 1.41 -0.96
C -3.24 3.50 1.05
C -2.85 2.46 1.88
C 4.07 -0.11 -2.61
C -1.38 -0.03 -3.11
C 2.07 -5.00 0.02
H -3.50 2.09 2.67
O -0.37 0.02 -2.35
C -2.71 0.37 -2.70
I 4.21 -2.20 -2.67
H -4.24 1.70 0.09
N 0.75 2.71 -1.72
H 3.53 3.67 -2.65
H -4.21 3.98 1.18
K 0.57 -1.28 -0.74
H 4.24 -8.17 -0.45
H -1.44 -3.62 3.42
N -0.79 2.25 0.69
C 4.77 0.65 -3.52
N 0.46 -0.85 3.07
H 0.33 1.82 -1.99
H 1.29 -0.49 3.55
C 4.21 -6.10 0.12
C 1.93 2.50 -0.88
C -2.39 3.89 0.04
H 5.42 0.17 -4.24
H -2.78 -1.51 3.68
C 3.63 -7.28 -0.32
C 3.01 1.85 -1.70
H -5.15 0.75 -1.11
H -4.43 2.29 -1.58
H 2.26 3.48 -0.52
H 0.75 -2.78 3.94
C -3.75 0.41 -3.64
O 0.20 -3.63 -0.49
C -1.14 -2.69 2.92
C 4.60 2.03 -3.50
C -1.26 -0.47 -4.47
C 1.50 -6.17 -0.44
C 1.23 -3.74 0.22
C -0.04 -2.04 3.75
H 0.26 4.57 -0.96
H -1.29 1.02 2.25
C -3.00 0.67 -1.29
I 5.68 3.22 -4.85
H -0.28 -0.80 -4.78
H 0.45 -6.17 -0.68
H 1.72 1.88 0.00
C -2.31 -0.44 -5.34
H -0.45 -1.74 4.72
C -2.36 -1.81 2.71
H 1.81 -8.24 -0.94
C -3.45 -2.51 1.89
C -0.24 3.64 -1.25
C 3.19 0.42 -1.60
H -3.65 -3.50 2.33
H -4.38 -1.95 1.95
O -2.28 0.34 -0.35
H -2.91 -1.82 0.05
H -0.89 3.90 -2.10
H 3.86 -4.04 0.65
O 1.65 -2.93 1.07
H 5.28 -6.06 0.32
C 3.44 -4.97 0.30
C 3.71 2.61 -2.61
C -1.62 1.86 1.66
O 2.63 -0.30 -0.74
C -3.59 0.02 -4.94
H -0.71 -2.97 1.96
H 0.79 -1.13 2.15



51
Properties=species:S:1:pos:R:3 method="wB97M-V/def2-TZVPD" energy_ha=-1688.57843 charge=0 smiles="COc1ccc(N2CCN(CC(=O)Nc3ccc(SC(F)F)cc3)CC2)cc1" gap_ev=7.989
C -4.30 -1.47 -0.43
C 2.55 -2.65 -0.31
C -6.21 -0.17 0.17
C 1.27 -2.41 -1.14
C 3.92 0.43 1.29
H 1.50 -1.89 -2.07
H -3.86 -2.40 -0.75
H 2.44 -3.57 0.27
C 3.94 -0.19 -1.01
H -5.82 1.87 0.75
N 0.27 -1.64 -0.40
O 5.84 2.88 -0.70
H 1.97 -2.15 2.48
H 0.22 -3.00 1.14
H 0.81 -3.38 -1.40
C -1.10 0.39 -0.30
C 3.52 -0.46 0.30
C 4.67 1.55 1.00
H -3.41 1.70 0.35
H 5.36 4.28 0.75
H 3.64 0.25 2.32
H -7.56 1.75 -1.10
C -8.32 1.53 -0.33
H 3.42 -2.77 -0.96
H -6.30 -2.23 -0.39
H 1.66 -0.48 2.00
S -7.97 -0.09 0.44
C 5.08 1.81 -0.30
H 4.95 2.21 1.81
C -5.66 -1.37 -0.23
F -9.53 1.51 -0.90
H -1.79 -1.43 -0.73
H 3.67 -0.85 -1.82
F -8.32 2.53 0.57
H 6.86 3.36 1.04
C 0.25 -0.21 -0.68
H -0.44 -1.41 1.55
C 4.71 0.91 -1.30
H 1.03 0.37 -0.18
C 6.23 3.81 0.27
N 2.78 -1.58 0.63
O -1.23 1.54 0.05
C -3.47 -0.36 -0.23
C -4.04 0.85 0.19
C 0.37 -1.93 1.03
H 0.37 -0.06 -1.75
H 5.03 1.11 -2.31
C -5.40 0.94 0.40
C 1.73 -1.50 1.63
N -2.11 -0.51 -0.46
H 6.80 4.57 -0.26



29
Properties=species:S:1:pos:R:3 method="wB97M-V/def2-TZVPD" e_above_lowest_ev=1.440 energy_ha=-1279.21681 charge=0 smiles="S=C1SC2(CCCC2)NC2=C1CCC2" gap_ev=8.003
H -2.07 0.18 0.71
H -1.29 -2.25 3.46
C -1.49 -0.80 0.65
S 1.35 3.47 1.55
H -1.70 -1.07 -0.39
H -2.87 -1.27 2.23
C 0.81 0.58 -1.02
H -0.26 3.32 -1.69
H 0.20 2.25 -3.43
H 0.80 -1.48 -0.73
C -2.18 -1.83 1.55
C 0.02 -0.70 0.98
C -1.03 -2.53 2.41
C 0.82 1.77 -0.48
C 0.99 0.52 -2.51
H 1.53 3.52 -1.42
C 0.32 -1.98 1.78
C 0.97 2.03 -2.77
H 1.97 0.11 -2.74
C 0.82 2.00 0.98
C 0.70 2.78 -1.56
S 0.48 0.67 2.13
H -2.77 -2.58 0.91
H 0.60 -2.80 0.97
H 0.15 -0.11 -3.03
H -0.86 -3.54 2.45
N 0.81 -0.64 -0.22
H 1.22 -1.90 2.38
H 1.95 2.29 -3.15